1.
Entry from OMol25: a cluster of 2 separate species, C4H4BrF3 in total in a non-equilibrium geometry (wB97M-V/def2-TZVPD).

CARTESIAN COORDINATES (ANGSTROEM)
Br 2.576 -0.495 -0.462
C 0.583 3.544 -1.194
H 0.756 3.302 -2.230
H 0.854 4.586 -0.988
F -0.008 3.221 0.954
F 3.373 1.096 1.544
H 0.448 -0.751 2.012
C 0.140 2.776 -0.242
C 2.310 0.194 1.240
C 1.344 -0.153 2.068
F -0.089 1.504 -0.354
H 1.249 0.392 2.972

Atoms 1-2, force components in eV/Å:
0.07 -0.12 -0.29
0.72 1.77 -1.27

As for the SMILES: C=C(F)Br.C=C(F)F. The calculation puts the molecular weight at 188.97 g/mol. Its charge is 0. The calculation puts the total energy at -3028.3441 Eh. The value obtained for the relative energy (zero: lowest compared OMol25 entry of this formula, charge and spin) is 127.60 kJ/mol. The calculation puts the LUMO energy at 0.719 eV.



2.
Entry from OMol25: a structure of composition C28H26BrN4O7S9Yb in a non-equilibrium geometry (wB97M-V/def2-TZVPD).

CARTESIAN COORDINATES (ANGSTROEM)
O -0.687 -0.988 -3.419
N 2.423 -0.165 1.391
S 4.576 6.241 -2.184
C -3.215 -0.840 -2.925
C -2.207 -3.990 1.477
C -2.787 2.564 2.332
S 0.262 0.553 2.799
O -3.172 -0.419 0.140
O -5.438 -1.279 0.229
O -1.500 0.683 -1.838
H -4.761 -0.183 -5.859
C 2.724 0.935 -2.067
H 0.105 -1.647 4.018
H -2.385 -0.548 3.002
C 5.099 1.930 -1.019
C 1.599 -0.434 2.405
H 3.513 -2.199 2.053
C -5.602 -0.884 -2.656
C 4.197 1.279 -0.195
H 5.392 -1.405 3.390
H 1.125 2.965 -4.798
H 1.787 0.552 -2.453
H 3.408 1.726 -3.940
C -3.371 -0.551 -4.273
H -0.497 3.001 -5.536
C 1.189 3.814 -1.112
C 3.631 1.586 -2.889
C -4.642 -0.426 -4.811
C 1.425 -1.450 5.682
C 3.322 -2.000 3.109
S 2.029 5.179 -3.261
C 4.817 2.085 -2.369
C -4.331 -0.982 -2.115
H 2.405 -1.790 6.026
S 2.691 4.593 -0.548
C -5.758 -0.601 -4.004
N -2.286 1.891 1.512
C -1.190 -3.068 1.342
H -2.481 -0.422 -4.874
Yb -1.164 0.376 0.239
H 3.343 -2.940 3.664
C 0.072 2.738 -4.645
H 5.507 2.621 -3.008
H 6.009 2.348 -0.606
S -4.136 -1.403 -0.394
C 3.007 0.775 -0.714
C 0.901 4.124 -2.413
O -1.296 -1.621 -1.157
S -0.571 3.764 -3.280
N -1.278 -1.845 1.864
H -4.155 -4.394 2.285
H -6.446 -1.013 -1.992
O 0.858 -0.174 -0.265
C 3.174 5.385 -2.000
O -3.686 -2.774 -0.454
C 1.114 -1.953 4.274
H -0.283 -3.306 0.802
H 4.316 -0.936 4.720
C 2.003 0.137 0.181
C 4.392 -1.043 3.637
C -3.348 -3.682 2.195
H 0.671 -1.831 6.372
H 1.169 -3.048 4.247
H -6.750 -0.508 -4.428
H -4.303 -2.109 3.306
H 4.243 -0.067 3.178
H -0.060 1.689 -4.412
H 1.393 -0.362 5.690
C -3.428 -2.421 2.756
S -1.540 -0.730 -2.282
C -2.380 -1.537 2.553
H 4.389 1.157 0.862
Br -2.038 -5.675 0.667
N 1.990 -1.428 3.246
S -3.499 3.469 3.449
S 0.399 2.911 0.098

Atoms 1-2, force components in eV/Å:
-0.26 0.15 0.10
0.32 -0.06 -0.19

The calculation puts the molecular weight at 1072.08 g/mol. As for the spin multiplicity: 2. The expectation value of S² is 0.75. Its charge is -2. The calculation puts the total energy at -9145.0504 Eh. The value obtained for the relative energy (zero: lowest compared OMol25 entry of this formula, charge and spin) is 67.21 kJ/mol. The calculation puts the LUMO energy (spin up / spin down) at 3.729 / 3.729 eV.



3.
Entry from OMol25: a structure of composition C18H22BrN5O5PdS (wB97M-V/def2-TZVPD).

CARTESIAN COORDINATES (ANGSTROEM)
N -0.478 -1.873 -2.373
C -0.963 -2.856 -1.468
C -1.995 -4.724 0.296
H 4.235 -3.517 3.007
C -1.993 -2.496 -0.611
C -0.476 3.130 -1.783
C -1.589 5.002 -2.723
C -0.676 5.828 -2.086
C 3.118 -1.884 2.391
N 1.040 -0.427 -3.259
C -0.340 1.633 -1.567
N -0.596 3.825 3.047
C 0.718 -2.148 1.531
C -1.500 3.632 -2.573
O 0.642 1.299 -0.837
O 1.061 2.033 2.072
Pd 0.775 -0.595 0.304
C 0.396 4.031 -1.183
H -0.740 6.904 -2.196
C -1.219 2.722 2.327
H 0.247 -1.738 2.429
H 1.200 3.655 -0.562
H -2.394 -5.455 0.987
C -2.508 -3.435 0.271
N 0.303 5.353 -1.322
O -1.180 0.901 -2.117
H 0.344 -4.415 -2.142
H 1.884 0.093 -3.087
H -1.047 4.708 2.855
H -0.569 -6.079 -0.563
O 3.091 -0.675 2.276
H 4.962 -1.968 3.255
C -0.451 -4.145 -1.461
H -3.305 -3.151 0.946
H 0.276 0.069 -3.695
S 2.001 -1.871 -1.268
H -0.613 3.676 4.048
C 2.032 -2.816 1.880
O -0.530 0.544 1.640
H 1.047 2.961 2.392
H 0.038 -2.874 1.079
C -0.969 -5.073 -0.572
H 1.875 -3.575 2.659
C 0.770 -1.387 -2.367
C -0.195 1.658 1.996
N 4.153 -2.517 3.020
H -2.351 -1.473 -0.612
H 2.431 -3.349 1.012
H -1.570 3.081 1.356
Br -2.953 5.767 -3.788
H -1.174 -1.187 -2.642
H -2.196 2.951 -3.042
H -2.067 2.247 2.823

Atoms 1-2, force components in eV/Å:
-0.15 -0.20 -0.10
-0.05 0.07 -0.03

The calculation puts the molecular weight at 606.80 g/mol. Its charge is 0. The calculation puts the total energy at -4449.2768 Eh. The value obtained for the relative energy (zero: lowest compared OMol25 entry of this formula, charge and spin) is 35.87 kJ/mol. The calculation puts the LUMO energy at 0.460 eV.